The following is a DFT calculation (ωB97M-V with the def2-TZVPD basis set) of a 6-piece molecular cluster, C45H40F5NOS overall.

Calculated values
Frontier orbital gap   0.310 Eh
LUMO energy   0.71 eV

Structure (ORCA input):
```
! wB97M-V def2-TZVPD RIJCOSX def2/J DEFGRID3
* xyz 0 1
C 2.413 1.854 -3.502
C 1.569 2.338 -4.676
O 0.491 3.088 -4.151
C -0.625 3.194 -5.004
C -1.863 3.165 -4.130
C -1.812 2.987 -2.772
C -2.924 2.917 -1.978
C -4.169 3.025 -2.557
C -4.226 3.239 -3.914
C -3.108 3.314 -4.706
S -5.870 3.381 -4.604
C -6.661 2.085 -3.659
C -7.568 1.229 -4.234
C -8.102 0.241 -3.447
C -7.717 0.137 -2.135
C -6.834 1.008 -1.557
C -6.289 2.005 -2.338
N -5.358 2.922 -1.800
H 3.070 1.066 -3.880
H 1.750 1.432 -2.741
H 2.969 2.681 -3.057
H 2.154 2.969 -5.362
H 1.249 1.435 -5.218
H -0.588 4.100 -5.629
H -0.660 2.353 -5.714
H -0.831 2.885 -2.318
H -2.896 2.781 -0.900
H -3.266 3.485 -5.768
H -7.843 1.339 -5.276
H -8.802 -0.493 -3.832
H -8.128 -0.664 -1.526
H -6.525 0.963 -0.516
H -5.174 2.664 -0.838
F -1.123 -2.183 -3.926
C -2.454 -2.090 -3.722
C -3.183 -3.242 -3.503
C -4.551 -3.143 -3.287
C -5.171 -1.900 -3.303
C -4.420 -0.754 -3.532
C -3.051 -0.844 -3.738
H -2.682 -4.202 -3.501
H -5.134 -4.037 -3.105
H -6.235 -1.825 -3.138
H -4.902 0.212 -3.550
H -2.450 0.041 -3.908
F -4.119 -0.099 1.065
C -2.778 -0.047 0.897
C -2.207 -0.719 -0.165
C -0.831 -0.658 -0.337
C -0.048 0.065 0.556
C -0.638 0.731 1.620
C -2.017 0.680 1.792
H -2.835 -1.282 -0.846
H -0.369 -1.172 -1.170
H 1.023 0.109 0.417
H -0.038 1.288 2.311
H -2.499 1.199 2.611
F 1.906 1.118 2.618
C 2.818 0.888 3.587
C 3.843 1.794 3.772
C 4.776 1.558 4.771
C 4.676 0.419 5.560
C 3.640 -0.484 5.355
C 2.699 -0.246 4.364
H 3.906 2.672 3.141
H 5.581 2.262 4.934
H 5.409 0.237 6.336
H 3.564 -1.372 5.967
H 1.879 -0.931 4.192
F 3.015 -3.160 7.203
C 3.925 -3.391 8.173
C 4.953 -2.488 8.363
C 5.883 -2.727 9.364
C 5.780 -3.866 10.152
C 4.743 -4.765 9.942
C 3.804 -4.526 8.949
H 5.021 -1.610 7.735
H 6.689 -2.025 9.529
H 6.509 -4.053 10.929
H 4.665 -5.655 10.552
H 2.984 -5.210 8.775
F 2.522 -1.071 -1.023
C 3.855 -1.027 -1.215
C 4.398 -1.702 -2.290
C 5.768 -1.643 -2.503
C 6.577 -0.920 -1.637
C 6.015 -0.252 -0.558
C 4.645 -0.300 -0.345
H 3.752 -2.266 -2.951
H 6.204 -2.161 -3.347
H 7.646 -0.879 -1.803
H 6.645 0.307 0.121
H 4.188 0.220 0.487
*
```

Mulliken atomic charge list, values in e, 2 entries: -0.854 -0.378